[1]
Density functional theory data (ωB97M-V/def2-TZVPD) for a cluster of 11 separate species, C3H28NO10S in total at a distorted geometry.

Positions of all 43 atoms, in Å:
C (0.100, 0.979, -2.962)
C (-1.005, 1.232, -2.042)
C (-2.190, 0.154, -2.371)
S (-3.373, -0.220, -0.963)
N (-0.413, 1.238, -0.672)
H (0.981, 1.613, -2.701)
H (0.048, 1.055, -4.045)
H (0.512, -0.133, -2.824)
H (-1.456, 2.199, -2.101)
H (-2.817, 0.618, -3.200)
H (-1.872, -0.787, -2.878)
H (-1.066, 1.321, 0.090)
H (0.126, 0.332, -0.358)
H (0.110, -1.192, 1.059)
H (-0.161, -2.031, -0.181)
O (0.605, -1.720, 0.370)
H (1.124, -2.465, -2.436)
H (2.349, -2.536, -1.450)
O (1.969, -2.780, -2.337)
H (-2.714, -1.564, 1.254)
H (-1.741, -2.555, 1.144)
O (-1.935, -1.867, 1.687)
H (-1.066, 3.097, 2.332)
H (-2.037, 2.069, 2.104)
O (-1.950, 2.948, 1.895)
H (1.360, 2.368, -0.700)
H (2.589, 3.102, -1.118)
O (2.375, 2.377, -0.585)
H (3.090, 0.381, 0.082)
H (3.048, 1.515, 0.757)
O (3.612, 0.703, 0.817)
H (-0.655, 0.439, 3.908)
H (-1.828, -0.367, 3.023)
O (-1.517, 0.190, 3.736)
H (-1.572, -2.866, -1.932)
H (-2.326, -1.984, -1.032)
O (-1.532, -2.656, -0.996)
H (1.225, 1.983, 3.819)
H (1.492, 1.113, 2.709)
O (0.729, 1.509, 3.207)
H (3.015, -2.822, 1.675)
H (1.966, -2.083, 2.352)
O (2.801, -1.907, 1.864)

Output
- LUMO energy: 2.599 eV
- ΔE to the lowest compared entry with this formula, charge and spin: 11.5 kcal per mole
- M: 270.321 Da
- Kohn-Sham gap: 0.24391 hartree
- Charge: -1


[2]
Density functional theory data (ωB97M-V/def2-TZVPD) for a structure of composition C3H9N3O2 at a distorted geometry.

Positions of all 17 atoms, in Å:
N (-0.537, -1.543, -1.986)
C (0.642, -0.989, -2.498)
O (0.990, 0.186, -2.003)
O (1.314, -1.737, -3.246)
H (-1.328, -0.921, -2.105)
H (-0.728, -2.444, -2.419)
C (-0.005, 0.170, 1.155)
C (-0.294, 1.290, 1.836)
N (-1.469, 1.522, 2.564)
N (1.196, -0.027, 0.390)
H (-0.652, -0.698, 1.278)
H (0.438, 2.174, 1.888)
H (-1.864, 2.416, 2.331)
H (-2.159, 0.762, 2.543)
H (0.924, 0.072, -0.776)
H (1.634, -0.959, 0.529)
H (1.897, 0.725, 0.518)

Output
- LUMO energy: 0.555 eV
- ΔE to the lowest compared entry with this formula, charge and spin: 54.4 kcal per mole
- M: 119.124 Da
- Kohn-Sham gap: 0.34156 hartree


[3]
Density functional theory data (ωB97M-V/def2-TZVPD) for a cluster of 2 separate species, C2H5N2O2S in total at a distorted geometry.

Positions of all 12 atoms, in Å:
C (2.660, -0.263, -0.025)
C (-0.666, -1.172, -0.224)
N (-1.417, 2.037, 0.108)
N (0.140, -0.252, 0.587)
O (2.556, -0.914, -0.969)
O (2.952, 0.243, 0.968)
S (0.109, 1.201, -0.210)
H (-0.529, -1.085, -1.284)
H (-0.150, -2.086, 0.104)
H (-1.786, -1.332, 0.057)
H (-2.237, 1.560, -0.219)
H (-1.631, 2.063, 1.107)

Output
- LUMO energy: 3.839 eV
- ΔE to the lowest compared entry with this formula, charge and spin: 35.6 kcal per mole
- M: 121.141 Da
- Kohn-Sham gap: 0.23448 hartree
- Charge: -1


[4]
Density functional theory data (ωB97M-V/def2-TZVPD) for a structure of composition C13H31Br3N6O6 at a distorted geometry.

Positions of all 59 atoms, in Å:
C (-0.803, 1.435, -0.507)
Br (-0.393, 0.023, -1.714)
Br (-0.362, 3.125, -1.318)
Br (0.146, 1.239, 1.166)
H (-1.857, 1.437, -0.258)
O (3.803, -3.164, 1.043)
C (3.722, -1.977, 0.799)
N (4.721, -1.105, 1.130)
C (2.536, -1.313, 0.138)
H (4.753, -0.124, 0.909)
H (5.515, -1.531, 1.578)
H (2.914, -0.598, -0.592)
H (1.955, -0.728, 0.855)
H (1.884, -2.052, -0.319)
O (-4.034, 1.634, 1.070)
C (-4.414, 0.578, 1.539)
N (-4.153, 0.240, 2.834)
C (-5.313, -0.334, 0.766)
H (-4.524, -0.602, 3.233)
H (-3.403, 0.740, 3.280)
H (-6.016, -0.919, 1.363)
H (-4.668, -1.022, 0.211)
H (-5.927, 0.229, 0.069)
O (-1.009, -4.453, 1.680)
C (-1.202, -3.365, 2.165)
N (-1.251, -3.216, 3.531)
C (-1.298, -2.129, 1.317)
H (-0.897, -3.994, 4.062)
H (-1.271, -2.323, 3.988)
H (-1.284, -1.146, 1.787)
H (-2.162, -2.143, 0.653)
H (-0.396, -2.187, 0.705)
O (-3.114, -1.881, -1.624)
C (-3.872, -1.687, -2.559)
N (-5.191, -2.032, -2.506)
C (-3.383, -1.259, -3.906)
H (-5.753, -1.850, -3.317)
H (-5.642, -2.309, -1.651)
H (-3.210, -2.121, -4.553)
H (-2.409, -0.790, -3.783)
H (-4.026, -0.557, -4.437)
O (4.218, 1.340, -1.094)
C (4.065, 1.352, -2.308)
N (5.008, 1.882, -3.125)
C (2.849, 0.722, -2.948)
H (4.955, 1.796, -4.122)
H (5.777, 2.342, -2.668)
H (2.838, -0.307, -2.597)
H (2.938, 0.752, -4.037)
H (1.915, 1.213, -2.701)
O (4.284, 4.293, 2.946)
C (3.415, 3.761, 2.293)
N (3.145, 2.406, 2.374)
C (2.508, 4.527, 1.381)
H (3.823, 1.875, 2.896)
H (2.732, 2.086, 1.511)
H (2.356, 5.554, 1.701)
H (1.510, 4.096, 1.290)
H (2.953, 4.540, 0.381)

Output
- LUMO energy: -0.022 eV
- ΔE to the lowest compared entry with this formula, charge and spin: 0.0 kcal per mole
- M: 607.139 Da
- Kohn-Sham gap: 0.34301 hartree


> Look up the Kohn-Sham gap of the first one.

0.24391 hartree


> Among the records above, which one has the lowest Kohn-Sham gap?

C2H5N2O2S


What did the second record say?
Density functional theory data (ωB97M-V/def2-TZVPD) for a structure of composition C3H9N3O2 at a distorted geometry.

Positions of all 17 atoms, in Å:
N (-0.537, -1.543, -1.986)
C (0.642, -0.989, -2.498)
O (0.990, 0.186, -2.003)
O (1.314, -1.737, -3.246)
H (-1.328, -0.921, -2.105)
H (-0.728, -2.444, -2.419)
C (-0.005, 0.170, 1.155)
C (-0.294, 1.290, 1.836)
N (-1.469, 1.522, 2.564)
N (1.196, -0.027, 0.390)
H (-0.652, -0.698, 1.278)
H (0.438, 2.174, 1.888)
H (-1.864, 2.416, 2.331)
H (-2.159, 0.762, 2.543)
H (0.924, 0.072, -0.776)
H (1.634, -0.959, 0.529)
H (1.897, 0.725, 0.518)

Output
- LUMO energy: 0.555 eV
- ΔE to the lowest compared entry with this formula, charge and spin: 54.4 kcal per mole
- M: 119.124 Da
- Kohn-Sham gap: 0.34156 hartree